Computed, not measured: 5 unconnected molecules or ions with the total composition C21H51O6S in a non-equilibrium geometry, with ωB97M-V/def2-TZVPD.

Each atom is followed by the atoms it is bonded to, with distances in Å.
CARTESIAN COORDINATES (ANGSTROEM)
1 S -0.2406 0.0246 4.1660  C8 1.815, C11 1.800, H48 1.343
2 O 3.5900 2.3359 1.5015  C16 1.213
3 O 3.8008 -4.7005 -4.6028  C20 1.421, H31 0.963
4 O -3.1282 -5.2357 1.4995  C18 1.431, H75 0.963
5 O 3.1749 1.3957 -0.4795  C10 1.437, C16 1.353
6 O 0.6108 4.6655 0.5690  C27 1.436, H58 0.965
7 O -2.3968 3.4980 -0.6734  C19 1.432, H38 0.964
8 C 0.0396 -1.4101 3.0899  S1 1.815, C13 1.529, H33 1.090, H56 1.095
9 C -2.9599 4.4595 -2.8311  C19 1.520, H32 1.090, H57 1.094, H72 1.090
10 C 2.7798 0.1160 -0.9994  O5 1.437, C21 1.526, H64 1.093, H74 1.097
11 C -0.2721 1.4938 3.1262  S1 1.800, C22 1.533, H55 1.096, H77 1.091
12 C 1.4297 1.3254 1.2333  C16 1.520, C22 1.527, H43 1.096, H76 1.096
13 C -1.0215 -1.5303 1.9957  C8 1.529, C25 1.532, H63 1.096, H70 1.092
14 C -1.4215 -5.9075 3.0986  C18 1.522, H36 1.092, H60 1.090, H78 1.094
15 C -4.5734 4.5528 -0.8980  C19 1.519, H34 1.094, H40 1.090, H45 1.090
16 C 2.8332 1.7074 0.7922  O2 1.213, O5 1.353, C12 1.520
17 C 2.1784 4.6476 -1.2777  C27 1.518, H42 1.090, H61 1.093, H65 1.089
18 C -2.8467 -6.1032 2.6017  O4 1.431, C14 1.522, C26 1.519, H52 1.091
19 C -3.4723 3.7606 -1.5824  O7 1.432, C9 1.520, C15 1.519, H53 1.091
20 C 3.1298 -3.5822 -4.0380  O3 1.421, C23 1.521, C24 1.523, H79 1.091
21 C 1.4791 0.1485 -1.7964  C10 1.526, H47 1.095, H49 1.091, H73 1.091
22 C 1.0775 1.9659 2.5735  C11 1.533, C12 1.527, H50 1.094, H51 1.087
23 C 3.9070 -2.2970 -4.2768  C20 1.521, H30 1.094, H35 1.092, H44 1.089
24 C 2.8560 -3.8094 -2.5568  C20 1.523, H46 1.094, H59 1.093, H69 1.090
25 C -2.3874 -1.9953 2.5104  C13 1.532, H37 1.091, H67 1.093, H68 1.095
26 C -3.1141 -7.5514 2.2290  C18 1.519, H29 1.089, H41 1.090, H66 1.094
27 C 0.7388 4.8611 -0.8474  O6 1.436, C17 1.518, C28 1.519, H62 1.092
28 C 0.2026 6.2275 -1.2382  C27 1.519, H39 1.091, H54 1.093, H71 1.090
29 H -4.1400 -7.6728 1.8844  C26 1.089
30 H 4.8799 -2.3434 -3.7791  C23 1.094
31 H 4.6581 -4.7893 -4.1733  O3 0.963
32 H -3.7621 4.6182 -3.5517  C9 1.090
33 H 1.0571 -1.3852 2.6995  C8 1.090
34 H -4.1962 5.5306 -0.5848  C15 1.094
35 H 3.3653 -1.4311 -3.8896  C23 1.092
36 H -1.2483 -4.8648 3.3730  C14 1.092
37 H -2.9544 -2.4874 1.7185  C25 1.091
38 H -2.0296 4.3460 -0.3982  O7 0.964
39 H -0.8328 6.3520 -0.9161  C28 1.091
40 H -5.4173 4.7152 -1.5683  C15 1.090
41 H -2.9515 -8.2151 3.0783  C26 1.090
42 H 2.3068 4.7389 -2.3560  C17 1.090
43 H 0.7370 1.6917 0.4664  C12 1.096
44 H 4.0848 -2.1429 -5.3402  C23 1.089
45 H -4.9300 4.0291 -0.0112  C15 1.090
46 H 3.7978 -3.9014 -2.0084  C24 1.094
47 H 0.6044 0.0631 -1.1424  C21 1.095
48 H 0.9894 0.1539 4.6886  S1 1.343
49 H 1.3987 1.0866 -2.3480  C21 1.091
50 H 1.8812 1.8218 3.3008  C22 1.094
51 H 0.9810 3.0361 2.4104  C22 1.087
52 H -3.5485 -5.7947 3.3781  C18 1.091
53 H -3.8502 2.7729 -1.8513  C19 1.091
54 H 0.7933 7.0160 -0.7646  C28 1.093
55 H -0.9577 1.2361 2.3108  C11 1.096
56 H -0.0453 -2.2575 3.7788  C8 1.095
57 H -2.5391 5.4351 -2.5725  C9 1.094
58 H 1.1445 5.3476 0.9946  O6 0.965
59 H 2.2904 -2.9790 -2.1268  C24 1.093
60 H -1.2165 -6.5314 3.9685  C14 1.090
61 H 2.8383 5.3687 -0.7893  C17 1.093
62 H 0.1119 4.0843 -1.2909  C27 1.092
63 H -0.6164 -2.2745 1.3004  C13 1.096
64 H 3.6024 -0.1814 -1.6547  C10 1.093
65 H 2.4751 3.6434 -0.9797  C17 1.089
66 H -2.4469 -7.8637 1.4209  C26 1.094
67 H -2.9775 -1.1630 2.9016  C25 1.093
68 H -2.2621 -2.7372 3.3060  C25 1.095
69 H 2.2898 -4.7288 -2.4101  C24 1.090
70 H -1.1193 -0.6023 1.4289  C13 1.092
71 H 0.2475 6.3713 -2.3175  C28 1.090
72 H -2.1770 3.8694 -3.3087  C9 1.090
73 H 1.4612 -0.7061 -2.4738  C21 1.091
74 H 2.7479 -0.6299 -0.1953  C10 1.097
75 H -2.5398 -5.4881 0.7797  O4 0.963
76 H 1.3245 0.2348 1.2603  C12 1.096
77 H -0.7759 2.2540 3.7247  C11 1.091
78 H -0.7076 -6.1747 2.3143  C14 1.094
79 H 2.1801 -3.5341 -4.5738  C20 1.091

Properties
LUMO energy	-3.026	eV
total charge	+1
energy relative to the best compared isomer or geometry (same formula, charge and spin)	0.0	kcal/mol
total energy	-45717.541	eV
strongest force on any atom	1.378	eV/A

In elementary charge units, the Mulliken charges are: atom 1 (S): 0.0719, atom 2 (O): -0.5859, atom 3 (O): -0.5500, atom 4 (O): -0.5052, atom 5 (O): -0.3720, atom 6 (O): -0.4656, atom 7 (O): -0.4522, atom 8 (C): -0.7337, atom 9 (C): -1.1403, atom 10 (C): -0.2202, atom 11 (C): -0.6833, atom 12 (C): 0.1284, atom 13 (C): -0.3464, atom 14 (C): -0.8712, atom 15 (C): -1.3146, atom 16 (C): 0.1661, atom 17 (C): -1.1379, atom 18 (C): 0.3999, atom 19 (C): 0.3803, atom 20 (C): 0.3127, atom 21 (C): -0.9200, atom 22 (C): -0.7539, atom 23 (C): -1.0666, atom 24 (C): -0.9565, atom 25 (C): -1.2088, atom 26 (C): -1.3795, atom 27 (C): 0.6374, atom 28 (C): -1.4792, atom 29 (H): 0.3300, atom 30 (H): 0.3235, atom 31 (H): 0.3513, atom 32 (H): 0.4415, atom 33 (H): 0.5357, atom 34 (H): 0.3272, atom 35 (H): 0.1951, atom 36 (H): -0.0672, atom 37 (H): 0.3784, atom 38 (H): 0.2696, atom 39 (H): 0.2800, atom 40 (H): 0.4130, atom 41 (H): 0.3818, atom 42 (H): 0.4064, atom 43 (H): 0.1236, atom 44 (H): 0.3440, atom 45 (H): 0.3075, atom 46 (H): 0.3235, atom 47 (H): 0.1958, atom 48 (H): 0.2593, atom 49 (H): 0.2968, atom 50 (H): 0.5136, atom 51 (H): 0.1739, atom 52 (H): 0.2801, atom 53 (H): 0.2638, atom 54 (H): 0.4377, atom 55 (H): 0.3009, atom 56 (H): 0.5015, atom 57 (H): 0.2068, atom 58 (H): 0.3446, atom 59 (H): 0.0989, atom 60 (H): 0.4131, atom 61 (H): 0.3850, atom 62 (H): 0.1858, atom 63 (H): 0.4041, atom 64 (H): 0.3382, atom 65 (H): 0.1073, atom 66 (H): 0.3646, atom 67 (H): 0.3333, atom 68 (H): 0.2381, atom 69 (H): 0.3393, atom 70 (H): 0.2553, atom 71 (H): 0.3671, atom 72 (H): 0.2751, atom 73 (H): 0.3879, atom 74 (H): 0.2901, atom 75 (H): 0.3412, atom 76 (H): 0.3151, atom 77 (H): 0.5635, atom 78 (H): 0.3295, atom 79 (H): 0.2736